Entry 1:
C21H15Cl2N2O6Sc | ωB97M-V/def2-TZVPD

Geometry as XYZ:
```
47
Properties=species:S:1:pos:R:3:mulliken_charge:R:1
Sc 0.970 0.282 -1.170 0.988
O 3.304 3.796 -1.770 -0.366
C 2.779 2.617 -1.723 0.505
O 1.651 2.346 -1.300 -0.472
C 3.633 1.499 -2.250 0.344
C 4.899 1.587 -2.804 -0.575
C 5.474 0.406 -3.268 -0.604
C 4.777 -0.801 -3.180 -0.799
C 3.517 -0.778 -2.610 0.980
N 2.978 0.349 -2.154 -0.112
C 2.520 -1.906 -2.449 0.677
O 2.816 -3.146 -2.667 -0.376
O 1.381 -1.596 -2.087 -0.512
H 2.703 4.478 -1.411 0.428
H 5.412 2.535 -2.875 0.556
H 6.460 0.424 -3.713 0.485
H 5.221 -1.710 -3.564 0.287
H 3.737 -3.314 -2.920 0.335
Cl -1.399 0.914 -1.697 -0.187
C -2.237 1.793 -0.355 0.906
C -2.601 3.090 -0.646 -0.893
C -3.220 3.814 0.360 -0.534
C -3.355 3.246 1.618 -0.597
C -2.922 1.956 1.882 0.714
Cl -2.882 1.438 3.523 -0.113
C -2.414 1.126 0.861 -0.116
N -2.028 -0.183 0.997 0.287
C -2.518 -1.235 1.804 0.576
C -3.815 -1.263 2.289 -0.207
C -4.230 -2.330 3.072 -0.657
C -3.363 -3.373 3.355 -0.844
C -2.080 -3.359 2.826 -0.706
C -1.643 -2.300 2.043 0.349
C -0.286 -2.393 1.363 -0.772
C 0.686 -1.266 1.625 0.419
O 1.332 -1.075 2.593 -0.470
O 0.823 -0.374 0.525 -0.498
H -2.429 3.510 -1.625 0.464
H -3.559 4.822 0.173 0.421
H -3.766 3.821 2.436 0.457
H -1.288 -0.460 0.381 -0.259
H -4.500 -0.460 2.058 0.529
H -5.240 -2.342 3.455 0.420
H -3.685 -4.201 3.970 0.409
H -1.407 -4.183 3.022 0.375
H -0.420 -2.513 0.281 0.212
H 0.215 -3.291 1.727 0.543
```

Properties
Frontier orbital gap = 4.344 eV
Total charge = +2
Highest occupied orbital energy = -12.59 eV
DFT total energy = -3050.9552 Eh
Energy relative to the best compared isomer or geometry (same formula, charge and spin) = 0.0 kcal/mol

---

Entry 2:
C29H59BrFIN2O20P4 | ωB97M-V/def2-TZVPD

Geometry as XYZ:
```
117
Properties=species:S:1:pos:R:3:mulliken_charge:R:1
C 6.822 2.009 5.972 -0.940
C 7.748 2.583 4.750 -0.678
C 6.926 2.939 3.418 -0.032
F 7.765 3.890 2.680 -0.373
C 6.453 1.715 2.496 0.208
P 5.662 2.656 1.005 0.971
O 5.119 4.057 1.428 -0.762
O 6.810 2.983 -0.236 -0.598
O 4.255 1.837 0.406 -0.438
N 5.387 0.864 3.147 1.392
C 3.961 1.166 3.495 -1.103
C 5.768 -0.375 3.534 -0.360
Br 4.775 -1.796 4.466 0.054
C 7.320 -0.724 3.138 -0.112
I 8.656 -1.004 4.832 0.151
N 7.296 -2.124 2.532 -0.466
C 8.485 -2.694 2.650 0.636
O 9.593 -3.217 2.388 -0.462
C 7.508 0.524 2.124 0.993
C 8.980 1.090 1.818 -0.609
O 10.031 0.067 1.884 0.003
O 11.151 0.498 1.269 -0.540
C 7.133 -0.216 0.697 -0.240
O 8.016 -0.484 -0.200 -0.678
O 5.813 -0.657 0.382 -0.423
H 6.360 2.961 6.462 0.358
H 7.453 1.498 6.787 0.269
H 5.934 1.378 5.621 0.129
H 8.131 3.608 5.155 0.462
H 8.695 1.957 4.596 0.156
H 5.959 3.474 3.789 0.505
H 7.183 2.147 -0.612 0.385
H 4.404 1.593 -0.540 0.316
H 3.214 0.338 3.228 0.272
H 3.607 2.172 3.026 0.297
H 3.921 1.305 4.650 0.403
H 9.330 1.926 2.554 0.276
H 9.088 1.583 0.768 0.242
H 11.444 -0.289 0.728 0.329
O -1.415 -1.367 -1.027 -0.722
P -0.182 -1.289 -0.118 1.039
O -0.429 -2.770 0.614 -0.394
C -0.798 -3.912 -0.151 0.424
C 0.404 -4.586 -0.787 -1.138
O -0.866 -0.347 1.060 -0.248
C -2.059 0.391 0.825 -0.174
C -3.280 -0.425 1.190 -0.938
O 1.237 -1.136 0.826 -0.362
C 2.285 -2.086 0.791 0.455
C 3.093 -1.991 -0.480 -0.983
H -1.540 -3.672 -0.914 -0.328
H -1.276 -4.615 0.538 0.314
H 0.941 -3.894 -1.440 0.192
H 0.095 -5.451 -1.378 0.455
H 1.106 -4.933 -0.024 0.291
H -2.099 0.749 -0.208 0.271
H -2.018 1.281 1.461 0.211
H -3.302 -1.389 0.672 0.177
H -4.197 0.119 0.950 0.311
H -3.282 -0.652 2.263 0.320
H 1.910 -3.093 0.961 0.111
H 2.938 -1.865 1.632 -0.080
H 2.459 -2.084 -1.366 0.373
H 3.857 -2.772 -0.504 0.391
H 3.594 -1.021 -0.540 0.054
O -4.572 3.696 1.209 -0.719
P -5.343 5.017 1.090 1.056
O -4.900 5.317 -0.492 -0.416
C -4.917 4.281 -1.467 -0.131
C -6.304 4.062 -2.044 -1.024
O -4.207 5.975 1.819 -0.325
C -3.169 5.423 2.618 -0.265
C -1.943 5.126 1.781 -0.966
O -6.269 6.456 1.032 -0.357
C -7.291 6.670 0.078 -0.114
C -8.529 5.854 0.382 -1.080
H -4.524 3.342 -1.072 0.193
H -4.242 4.588 -2.270 0.323
H -7.020 3.807 -1.259 0.176
H -6.294 3.254 -2.780 0.413
H -6.666 4.965 -2.542 0.270
H -3.520 4.540 3.158 0.288
H -2.914 6.170 3.375 0.334
H -2.173 4.479 0.928 0.197
H -1.169 4.643 2.382 0.358
H -1.531 6.051 1.362 0.301
H -6.928 6.497 -0.934 0.208
H -7.547 7.732 0.125 0.343
H -8.297 4.790 0.467 0.289
H -9.277 5.995 -0.402 0.345
H -8.966 6.167 1.334 0.315
O -6.191 -6.194 -4.171 -0.782
P -4.936 -5.322 -4.035 1.066
O -5.200 -4.443 -5.430 -0.399
C -6.495 -3.949 -5.751 -0.303
C -6.802 -2.645 -5.039 -0.967
O -3.865 -6.420 -4.659 -0.307
C -4.190 -7.799 -4.768 -0.297
C -4.820 -8.102 -6.110 -1.011
O -3.540 -4.366 -3.777 -0.350
C -3.585 -2.955 -3.686 -0.285
C -4.177 -2.492 -2.373 -0.715
H -7.275 -4.683 -5.541 0.313
H -6.512 -3.777 -6.831 0.324
H -6.738 -2.765 -3.954 0.179
H -7.805 -2.292 -5.290 0.410
H -6.090 -1.867 -5.327 0.263
H -4.826 -8.117 -3.937 0.324
H -3.255 -8.359 -4.675 0.339
H -5.693 -7.473 -6.309 0.252
H -5.127 -9.149 -6.169 0.366
H -4.108 -7.904 -6.920 0.270
H -4.101 -2.521 -4.541 0.258
H -2.552 -2.602 -3.752 0.385
H -5.168 -2.922 -2.206 0.329
H -4.253 -1.402 -2.356 0.344
H -3.543 -2.806 -1.540 -0.032
```

Properties
Frontier orbital gap = 6.229 eV
Highest occupied orbital energy = -8.60 eV
DFT total energy = -7091.3496 Eh